C17H28F12Li2N2O15S7 | ωB97M-V/def2-TZVPD

Last column: Mulliken charge in e.
Positions of all 83 atoms, in Å:
Li -7.488 -10.378 -12.751  0.931
Li -7.073 -10.542 -15.116  0.835
N -6.771 -8.961 -13.960  0.151
S -5.162 -8.509 -13.432  0.986
O -4.688 -9.132 -12.186  -0.648
O -4.530 -7.221 -13.737  -0.476
F -4.381 -9.518 -14.513  -0.251
S -7.173 -7.514 -13.739  0.663
O -7.330 -6.520 -14.749  -0.399
O -7.304 -7.116 -12.331  -0.621
F -8.672 -8.019 -13.873  -0.361
N -6.999 -10.417 -17.014  -0.262
S -8.438 -10.770 -17.871  0.889
O -8.253 -11.338 -19.215  -0.581
O -9.747 -10.236 -17.549  -0.519
F -8.671 -12.130 -17.066  -0.320
S -6.957 -9.004 -17.577  1.104
O -8.061 -8.048 -17.242  -0.449
O -6.462 -8.965 -18.924  -0.625
F -5.695 -8.608 -16.660  -0.125
C -0.991 -5.622 -13.975  -0.169
C 0.185 -4.592 -13.758  -0.899
C 0.147 -4.057 -12.291  -0.738
S -1.592 -3.742 -12.002  1.092
O -1.739 -2.434 -12.626  -0.655
O -1.831 -3.857 -10.575  -0.648
C -2.103 -5.182 -12.980  -0.617
H -0.762 -6.664 -13.756  0.103
H -1.264 -5.617 -15.031  0.289
H -0.024 -3.738 -14.403  0.375
H 1.160 -4.983 -14.049  0.371
H 0.786 -3.216 -12.020  0.464
H 0.458 -4.909 -11.688  0.314
H -2.967 -5.003 -13.620  0.351
H -2.239 -5.888 -12.161  0.358
C -0.829 -9.132 -16.371  -0.312
C -1.657 -8.566 -17.490  -0.399
C -2.077 -9.769 -18.420  -0.732
S -2.549 -11.140 -17.355  0.870
O -1.972 -12.321 -18.034  -0.685
O -4.000 -11.064 -16.857  -0.472
C -1.604 -10.440 -15.886  -0.248
H -0.694 -8.519 -15.479  0.014
H 0.164 -9.277 -16.796  0.345
H -1.049 -7.848 -18.041  0.454
H -2.596 -8.120 -17.164  0.076
H -1.142 -9.994 -18.934  0.340
H -2.915 -9.621 -19.100  0.452
H -1.027 -11.170 -15.319  0.487
H -2.362 -10.188 -15.145  -0.169
C -13.349 -9.834 -12.232  -0.608
C -12.879 -8.811 -13.308  -0.857
C -11.531 -8.183 -12.787  0.119
S -10.683 -9.387 -11.641  0.695
O -10.866 -8.830 -10.295  -0.586
O -9.368 -9.859 -12.214  -0.423
C -12.133 -10.664 -11.917  -0.743
H -14.238 -10.415 -12.479  0.397
H -13.683 -9.174 -11.431  0.298
H -13.576 -8.022 -13.587  0.393
H -12.784 -9.314 -14.271  0.323
H -11.689 -7.352 -12.099  0.407
H -10.901 -7.931 -13.640  -0.237
H -12.192 -11.344 -11.067  0.461
H -11.850 -11.180 -12.834  0.336
C -9.221 -5.285 -17.278  -0.322
C -8.766 -4.473 -18.457  0.900
C -8.352 -2.948 -18.327  0.130
F -8.081 -2.489 -19.511  -0.264
F -9.341 -2.154 -17.813  -0.257
F -7.646 -5.082 -18.895  -0.314
F -9.597 -4.726 -19.430  -0.337
O -10.233 -4.515 -16.593  -0.508
C -10.887 -5.039 -15.461  0.945
C -12.047 -4.175 -15.066  0.192
F -11.576 -3.018 -14.604  -0.272
F -12.764 -3.929 -16.101  -0.232
F -11.258 -6.272 -15.785  -0.337
F -10.069 -5.190 -14.427  -0.276
H -8.330 -5.287 -16.650  -0.066
H -9.418 -6.334 -17.499  0.512
H -7.451 -2.993 -17.715  0.300
H -12.677 -4.392 -14.204  0.298

Computed properties:
HOMO-LUMO gap (eV): 7.62
LUMO level (eV): -2.738

***

C17H28N12O3PRhS3 | ωB97M-V/def2-TZVPD

Last column: Mulliken charge in e.
Positions of all 65 atoms, in Å:
Rh -0.274 0.445 0.149  0.864
N -2.220 0.916 2.898  -0.065
C -2.792 1.207 1.675  0.175
N -4.008 1.674 1.553  -0.608
N -4.188 1.811 0.203  -0.687
N -3.130 1.436 -0.433  -0.261
N -2.214 1.039 0.498  0.733
C -1.295 -0.095 3.032  0.331
N -1.086 -0.732 4.164  -0.766
N -0.109 -1.630 3.857  -0.687
N 0.230 -1.525 2.613  0.097
N -0.534 -0.533 2.052  0.226
H -2.825 1.040 3.684  0.313
S 0.042 0.281 -4.567  -0.407
C -0.069 0.385 -2.906  0.228
S -1.344 -0.223 -1.977  -0.283
S 1.110 1.069 -1.885  -0.452
O 1.604 -1.047 0.393  -0.240
P 2.962 -1.363 -0.131  -1.785
N 3.775 -2.466 0.824  -0.095
C 3.929 -1.999 2.247  -0.322
C 3.454 -3.174 3.119  -0.769
C 2.513 -3.957 2.193  -0.404
C 3.230 -3.850 0.849  -0.507
N 3.970 -0.070 -0.074  1.043
C 3.633 1.185 0.657  0.179
C 4.829 2.093 0.349  -0.808
C 5.975 1.118 0.037  -0.904
C 5.268 0.017 -0.741  -0.295
N 2.938 -2.115 -1.581  0.942
C 1.655 -2.522 -2.217  0.442
C 2.107 -3.315 -3.460  -0.772
C 3.581 -3.666 -3.194  -0.794
C 4.079 -2.447 -2.429  -0.441
H 3.295 -1.132 2.436  0.030
H 4.962 -1.720 2.454  0.339
H 2.951 -2.819 4.021  0.406
H 4.301 -3.802 3.414  0.350
H 1.547 -3.442 2.137  0.181
H 2.360 -4.992 2.514  0.464
H 2.571 -4.020 0.000  0.114
H 4.048 -4.572 0.791  0.342
H 3.549 0.995 1.728  0.253
H 2.698 1.619 0.344  -0.335
H 5.054 2.751 1.188  0.421
H 4.612 2.711 -0.528  0.328
H 6.378 0.710 0.968  0.284
H 6.788 1.572 -0.533  0.432
H 5.796 -0.939 -0.705  0.264
H 5.154 0.312 -1.792  0.230
H 1.051 -1.669 -2.494  -0.901
H 1.060 -3.124 -1.526  0.353
H 2.020 -2.682 -4.346  0.375
H 1.491 -4.203 -3.613  0.371
H 4.154 -3.850 -4.106  0.418
H 3.648 -4.551 -2.554  0.277
H 4.302 -1.630 -3.128  0.249
H 4.970 -2.651 -1.832  0.307
C 1.079 4.590 0.923  -1.111
C 0.179 3.453 0.448  0.770
O -0.734 3.696 -0.338  -0.617
O 0.534 2.307 0.960  -0.557
H 0.687 5.546 0.575  0.325
H 2.087 4.434 0.521  0.139
H 1.147 4.580 2.016  0.282

Computed properties:
Net charge: -2
HOMO-LUMO gap (spin up / spin down) (eV): 6.14 / 6.14
LUMO level (spin up / spin down) (eV): 4.238 / 4.238

***

Respective ΔE to the lowest compared entry with this formula, charge and spin values: 0.0, 0.0 kcal/mol.
Respective DFT total energy values: -160633.86730, -86913.17143 eV.